[1]
Formula: C17H18IrN4O2S
Source: the OMol25 dataset
Level of theory: ωB97M-V with the def2-TZVPD basis set

Positions of all 43 atoms, in Å:
1 N 0.5200 3.4518 0.7097
2 C 0.4962 4.6059 0.5723
3 C 0.5420 6.0572 0.5543
4 H -0.4754 6.4753 0.5205
5 H 1.0973 6.4009 -0.3300
6 H 1.0374 6.3969 1.4703
7 N 3.5363 -2.2651 0.4082
8 C 4.3432 -2.8154 -0.2387
9 C 5.3554 -3.4991 -1.0145
10 H 5.6817 -2.8313 -1.8204
11 H 4.9087 -4.3989 -1.4576
12 H 6.2108 -3.7802 -0.3891
13 N -2.9167 -1.9552 0.6658
14 C -4.0046 -2.3467 0.5595
15 C -5.3408 -2.9148 0.5806
16 H -5.3550 -3.7377 1.3045
17 H -5.6108 -3.2820 -0.4177
18 H -6.0697 -2.1537 0.8979
19 Ir 0.4788 -0.3067 -0.2078
20 C 0.3222 -1.8808 0.8734
21 O 0.2658 -2.8011 1.5683
22 C 1.8395 0.4960 0.8715
23 O 2.6536 0.9396 1.5565
24 C 1.0818 0.9750 -1.9667
25 C -0.3153 1.0403 -1.8975
26 C -1.0701 -0.1348 -1.9058
27 C -0.4285 -1.3771 -1.9695
28 C 0.9581 -1.4280 -2.2015
29 C 1.7054 -0.2623 -2.2105
30 H 1.6678 1.8792 -1.7972
31 H -0.7706 2.0004 -1.7473
32 H -2.1330 -0.1200 -1.7636
33 H -1.0055 -2.2866 -1.8003
34 H 1.4569 -2.3909 -2.3276
35 H 2.7866 -0.3147 -2.3433
36 S -3.0429 1.9332 2.0436
37 C -1.9276 1.2328 3.1899
38 C -0.9110 0.5821 2.5325
39 N -1.0117 0.6405 1.1595
40 C -2.0821 1.3214 0.7690
41 H -2.0386 1.3053 4.2679
42 H -0.0759 0.0518 2.9999
43 H -2.3594 1.4977 -0.2690

As for the net charge: +4. Its orbital gap (spin up / spin down) is 5.91 / 2.53 eV. As for the spin multiplicity: 6. As for the energy above the lowest of the compared OMol25 structures with the same formula, charge and spin: 44.83 kJ/mol.

Löwdin charges, unit e, in atom order:
1 N 0.121
2 C -0.227
3 C -0.025
4 H 0.109
5 H 0.111
6 H 0.113
7 N 0.418
8 C 0.059
9 C 0.105
10 H 0.161
11 H 0.179
12 H 0.156
13 N 0.121
14 C -0.229
15 C -0.025
16 H 0.114
17 H 0.110
18 H 0.109
19 Ir 1.373
20 C -0.244
21 O 0.213
22 C -0.247
23 O 0.214
24 C -0.130
25 C -0.110
26 C -0.107
27 C -0.131
28 C -0.104
29 C -0.098
30 H 0.153
31 H 0.134
32 H 0.133
33 H 0.152
34 H 0.151
35 H 0.150
36 S 1.264
37 C -0.123
38 C -0.067
39 N -0.122
40 C -0.338
41 H 0.140
42 H 0.158
43 H 0.105



[2]
Formula: C4H16N2O5
Source: the OMol25 dataset
Level of theory: ωB97M-V with the def2-TZVPD basis set

Positions of all 27 atoms, in Å:
1 N 1.2789 -1.7248 -1.9316
2 C 0.8572 -0.7855 -0.8656
3 C 1.8615 0.0794 -0.4955
4 N 1.6579 0.9578 0.6102
5 C 0.3699 1.6138 0.7737
6 C -0.2551 1.1822 2.0796
7 O -0.3057 -0.2411 2.1774
8 O 2.9956 0.0903 -1.0337
9 H 0.9982 -1.3029 -2.8214
10 H 0.9036 -2.6442 -1.7534
11 H 2.3013 -1.8132 -1.9742
12 H 0.5990 -0.5616 2.0694
13 H -0.1417 -0.9291 -0.4887
14 H 2.4859 1.5366 0.6378
15 H 0.5053 2.7000 0.8272
16 H -0.2872 1.3495 -0.0519
17 H -1.2163 1.5791 2.3056
18 H 0.3289 1.5370 2.9369
19 H 1.2639 0.3957 -3.3563
20 H 0.2544 1.0764 -4.0776
21 O 0.5965 0.1694 -4.0371
22 H -2.1824 0.1973 0.3183
23 H -3.2659 -0.7838 0.6023
24 O -2.9845 -0.1590 -0.0899
25 H -2.2815 -1.4877 2.2200
26 H -3.1313 -0.5682 2.8942
27 O -3.2063 -1.4635 2.5241

As for the structure (SMILES): [NH3+]/C=C(\[O-])NCCO.O.O.O. Its orbital gap is 8.03 eV. As for the energy above the lowest of the compared OMol25 structures with the same formula, charge and spin: 277.58 kJ/mol.

Löwdin charges, unit e, in atom order:
1 N 0.147
2 C -0.117
3 C -0.590
4 N 0.030
5 C -0.191
6 C -0.248
7 O -0.093
8 O -0.063
9 H 0.098
10 H 0.151
11 H 0.151
12 H 0.085
13 H 0.078
14 H 0.125
15 H 0.125
16 H 0.105
17 H 0.104
18 H 0.117
19 H 0.040
20 H 0.064
21 O -0.062
22 H -0.010
23 H 0.008
24 O -0.067
25 H 0.023
26 H 0.050
27 O -0.064



[3]
Formula: C64H144O4P4S
Source: the OMol25 dataset
Level of theory: ωB97M-V with the def2-TZVPD basis set

Positions of all 217 atoms, in Å:
1 S -0.6236 -0.3180 0.6762
2 O 0.1814 0.6602 1.4414
3 O -2.0221 0.1150 0.4640
4 O -0.0145 -0.4224 -0.6756
5 O -0.6306 -1.6111 1.3876
6 C -1.1977 7.0950 -1.1259
7 C -1.6242 5.7077 -1.4920
8 C -1.1013 5.0127 -2.7589
9 C -1.7019 3.6563 -3.0186
10 P -1.2692 2.6413 -4.5135
11 C -2.1970 1.1769 -4.5122
12 C -2.1461 0.3673 -5.8621
13 C -3.0750 -0.8946 -5.7831
14 C -3.9067 -1.1146 -7.0222
15 C -1.6964 3.7366 -5.9406
16 C -1.1192 3.3876 -7.3786
17 C -1.0896 4.4841 -8.3826
18 C 0.0704 5.5143 -8.2566
19 C 0.5146 2.4165 -4.7349
20 C 1.3498 3.7179 -4.8488
21 C 2.6657 3.4924 -5.5639
22 C 3.6122 4.6189 -5.5421
23 H -1.4028 7.7954 -1.9355
24 H -0.1392 7.2136 -0.8943
25 H -1.7876 7.5265 -0.3173
26 H -2.6808 5.9641 -1.5698
27 H -1.6977 5.0387 -0.6346
28 H -0.0268 4.9191 -2.6016
29 H -1.1986 5.6397 -3.6452
30 H -2.7680 3.7168 -2.8000
31 H -1.2680 3.1041 -2.1850
32 H -3.1959 1.2963 -4.0928
33 H -1.7074 0.4402 -3.8753
34 H -1.1354 0.1910 -6.2301
35 H -2.5913 0.9881 -6.6395
36 H -3.7518 -0.7368 -4.9434
37 H -2.4370 -1.7267 -5.4852
38 H -3.3480 -1.0803 -7.9575
39 H -4.5207 -0.2151 -7.0673
40 H -4.3177 -2.1240 -7.0361
41 H -1.4621 4.7767 -5.7140
42 H -2.7795 3.6141 -5.9500
43 H -1.6399 2.5358 -7.8162
44 H -0.1564 2.8873 -7.2752
45 H -2.0145 5.0419 -8.5288
46 H -0.9887 3.9300 -9.3158
47 H -0.1051 6.1627 -9.1150
48 H 1.0183 4.9841 -8.1645
49 H -0.0114 6.2062 -7.4183
50 H 0.5748 1.7392 -5.5869
51 H 0.7450 1.8985 -3.8040
52 H 1.4754 4.0451 -3.8167
53 H 0.9945 4.6488 -5.2908
54 H 2.5378 3.1348 -6.5856
55 H 3.0711 2.5873 -5.1116
56 H 3.3362 5.4054 -6.2445
57 H 4.6220 4.3714 -5.8693
58 H 3.7375 5.0026 -4.5296
59 C 4.5720 7.1482 1.6541
60 C 3.2700 6.4496 2.1278
61 C 3.2774 5.4084 3.3161
62 C 1.8478 4.8430 3.5666
63 P 1.8714 3.7315 5.1896
64 C 3.0082 2.3441 5.0579
65 C 2.7113 1.2092 6.1139
66 C 3.8872 0.1688 6.3075
67 C 5.0825 0.7767 6.9783
68 C 0.1583 3.1285 5.4228
69 C -1.0226 4.1379 5.2546
70 C -2.4260 3.4634 5.3246
71 C -2.7381 2.1771 4.4451
72 C 2.3315 4.9087 6.6063
73 C 1.7963 6.3441 6.5259
74 C 2.4749 7.3577 7.5009
75 C 4.0247 7.4996 7.2058
76 H 5.3187 6.4846 1.2181
77 H 5.0527 7.6461 2.4962
78 H 4.3485 7.9425 0.9418
79 H 2.7574 5.9716 1.2929
80 H 2.5642 7.1657 2.5486
81 H 3.5865 5.8668 4.2555
82 H 4.0744 4.6837 3.1494
83 H 1.4026 4.1662 2.8372
84 H 1.0048 5.5117 3.7408
85 H 3.9623 2.8171 5.2906
86 H 3.0904 1.9126 4.0603
87 H 1.7625 0.7754 5.7979
88 H 2.5846 1.7214 7.0677
89 H 4.1995 -0.0293 5.2821
90 H 3.6638 -0.7438 6.8601
91 H 4.6786 1.0652 7.9487
92 H 5.4705 1.6508 6.4553
93 H 5.7703 -0.0355 7.2136
94 H 0.0190 2.5022 6.3040
95 H -0.0341 2.4587 4.5847
96 H -0.9081 4.8339 4.4236
97 H -0.8498 4.7755 6.1217
98 H -3.3408 4.0199 5.1203
99 H -2.5881 3.1564 6.3579
100 H -3.7372 1.8350 4.7151
101 H -1.9933 1.3840 4.5109
102 H -2.6335 2.3070 3.3679
103 H 3.4194 4.8794 6.6674
104 H 1.9774 4.4150 7.5113
105 H 0.7466 6.3087 6.8175
106 H 1.7917 6.7557 5.5166
107 H 2.3461 6.8783 8.4713
108 H 1.9477 8.3110 7.4641
109 H 4.2924 7.6878 6.1661
110 H 4.5633 6.6073 7.5248
111 H 4.4783 8.3365 7.7369
112 C -1.9837 -7.1846 -0.8911
113 C -3.3141 -7.0421 -1.4659
114 C -4.1031 -5.8001 -1.0820
115 C -4.0343 -5.2897 0.3791
116 P -5.2678 -3.9693 0.9200
117 C -6.9484 -4.8056 1.3420
118 C -7.7551 -5.3291 0.1279
119 C -9.3058 -5.4851 0.3271
120 C -9.6832 -6.9215 0.8697
121 C -4.7994 -3.3372 2.5677
122 C -4.6000 -4.3134 3.7348
123 C -4.1284 -3.7791 5.0951
124 C -4.9080 -2.7212 5.7290
125 C -5.7102 -2.6986 -0.3595
126 C -6.4154 -1.4192 -0.0100
127 C -7.8750 -1.5993 0.1323
128 C -8.7181 -0.3722 0.3866
129 H -1.2373 -6.4005 -1.0184
130 H -1.3304 -7.9481 -1.3135
131 H -2.0743 -7.2933 0.1896
132 H -3.9554 -7.9223 -1.4204
133 H -3.2011 -7.2159 -2.5360
134 H -5.1650 -6.0046 -1.2187
135 H -3.7902 -5.0617 -1.8202
136 H -3.1358 -4.7004 0.5623
137 H -4.1783 -6.1879 0.9796
138 H -7.4665 -4.1234 2.0160
139 H -6.6829 -5.7296 1.8555
140 H -7.4519 -6.3592 -0.0595
141 H -7.6779 -4.8352 -0.8407
142 H -9.6773 -5.1836 -0.6522
143 H -9.7383 -4.6922 0.9373
144 H -10.7470 -7.1588 0.8540
145 H -9.4340 -7.1295 1.9103
146 H -9.2170 -7.6988 0.2643
147 H -5.5399 -2.5854 2.8406
148 H -3.7892 -2.9311 2.5165
149 H -3.8519 -5.0079 3.3524
150 H -5.5271 -4.8498 3.9364
151 H -3.1767 -3.2775 4.9200
152 H -4.0212 -4.5438 5.8645
153 H -5.9671 -2.6983 5.4723
154 H -4.6388 -1.7698 5.2702
155 H -4.9023 -2.7231 6.8190
156 H -6.0739 -3.2438 -1.2305
157 H -4.6595 -2.5175 -0.5859
158 H -6.3785 -0.7671 -0.8826
159 H -6.0167 -0.9423 0.8854
160 H -8.0922 -2.2256 0.9975
161 H -8.1029 -2.0889 -0.8145
162 H -8.5902 0.1386 1.3409
163 H -9.7586 -0.6863 0.3045
164 H -8.5465 0.3114 -0.4449
165 C 6.5921 1.1257 -1.7171
166 C 6.0178 0.7265 -0.2920
167 C 5.6482 -0.7453 -0.1078
168 C 4.4086 -1.1724 -0.9470
169 P 4.2021 -3.0039 -0.9294
170 C 2.9452 -3.7110 -1.9192
171 C 2.8899 -3.1453 -3.3387
172 C 2.1042 -3.8627 -4.3181
173 C 2.6270 -5.2181 -4.6185
174 C 5.7623 -3.8411 -1.2433
175 C 6.4923 -3.1711 -2.4805
176 C 7.8523 -3.8882 -2.6079
177 C 7.6018 -5.1504 -3.3604
178 C 3.7995 -3.3864 0.8447
179 C 3.6413 -4.8038 1.2205
180 C 3.8290 -5.2915 2.6033
181 C 2.4686 -5.5302 3.1922
182 H 6.8038 2.1808 -1.5434
183 H 5.8324 0.9169 -2.4703
184 H 7.5242 0.6499 -2.0218
185 H 5.1785 1.3993 -0.1162
186 H 6.7478 1.0722 0.4400
187 H 5.6069 -0.9019 0.9701
188 H 6.4950 -1.3315 -0.4646
189 H 4.4892 -1.0616 -2.0283
190 H 3.5108 -0.7386 -0.5066
191 H 2.0703 -3.3989 -1.3491
192 H 2.9871 -4.7974 -1.8404
193 H 3.9313 -3.2155 -3.6528
194 H 2.6280 -2.0902 -3.4184
195 H 2.1217 -3.2476 -5.2178
196 H 1.0856 -3.9249 -3.9350
197 H 3.7121 -5.3207 -4.6123
198 H 2.3196 -5.6282 -5.5805
199 H 2.2550 -5.9893 -3.9439
200 H 5.7998 -4.9280 -1.1708
201 H 6.3831 -3.3730 -0.4793
202 H 6.9424 -2.2006 -2.2715
203 H 5.8612 -3.2144 -3.3682
204 H 8.3684 -3.9925 -1.6535
205 H 8.6117 -3.4648 -3.2653
206 H 6.6084 -5.5788 -3.2265
207 H 8.1382 -6.0153 -2.9701
208 H 7.9274 -5.1031 -4.3995
209 H 2.8092 -2.9704 1.0301
210 H 4.4697 -2.8803 1.5395
211 H 4.5697 -5.1950 0.8043
212 H 2.8538 -5.2858 0.6411
213 H 4.3654 -4.5879 3.2400
214 H 4.3279 -6.2605 2.5904
215 H 2.4335 -5.8613 4.2301
216 H 1.8919 -6.3691 2.8025
217 H 1.9250 -4.5865 3.2370

As for the net charge: +2. Its orbital gap is 5.52 eV. As for the energy above the lowest of the compared OMol25 structures with the same formula, charge and spin: 580.19 kJ/mol.

Löwdin population analysis, charges in e, atoms 1 to 99:
1 S 0.078
2 O -0.506
3 O -0.501
4 O -0.528
5 O -0.497
6 C -0.123
7 C -0.268
8 C -0.251
9 C -0.240
10 P 1.013
11 C -0.268
12 C -0.212
13 C -0.259
14 C -0.107
15 C -0.220
16 C -0.245
17 C -0.262
18 C -0.084
19 C -0.240
20 C -0.236
21 C -0.303
22 C -0.110
23 H 0.077
24 H 0.067
25 H 0.079
26 H 0.107
27 H 0.120
28 H 0.100
29 H 0.104
30 H 0.111
31 H 0.113
32 H 0.115
33 H 0.120
34 H 0.109
35 H 0.078
36 H 0.100
37 H 0.108
38 H 0.075
39 H 0.082
40 H 0.081
41 H 0.079
42 H 0.093
43 H 0.094
44 H 0.092
45 H 0.116
46 H 0.111
47 H 0.076
48 H 0.067
49 H 0.063
50 H 0.087
51 H 0.109
52 H 0.102
53 H 0.108
54 H 0.112
55 H 0.110
56 H 0.080
57 H 0.082
58 H 0.084
59 C -0.092
60 C -0.236
61 C -0.235
62 C -0.207
63 P 1.087
64 C -0.273
65 C -0.206
66 C -0.252
67 C -0.121
68 C -0.274
69 C -0.219
70 C -0.215
71 C -0.091
72 C -0.244
73 C -0.256
74 C -0.202
75 C -0.091
76 H 0.068
77 H 0.067
78 H 0.071
79 H 0.101
80 H 0.098
81 H 0.079
82 H 0.106
83 H 0.097
84 H 0.069
85 H 0.075
86 H 0.113
87 H 0.105
88 H 0.094
89 H 0.099
90 H 0.114
91 H 0.076
92 H 0.071
93 H 0.082
94 H 0.105
95 H 0.091
96 H 0.096
97 H 0.084
98 H 0.099
99 H 0.095



[4]
Formula: C4H9N
Source: the OMol25 dataset
Level of theory: ωB97M-V with the def2-TZVPD basis set

Positions of all 14 atoms, in Å:
1 C 0.2597 1.9640 -1.5992
2 C 0.9453 -1.0120 0.0592
3 C 1.1501 -0.8900 1.3135
4 N -0.1394 -0.3338 0.8241
5 C -1.2966 -1.1972 1.0869
6 H 1.2241 2.4781 -1.6291
7 H 0.2169 1.2306 -2.4105
8 H -0.5435 2.6927 -1.7360
9 H 1.1735 -1.2447 -0.9676
10 H 0.1273 1.4582 -0.6377
11 H 1.7042 -0.9314 2.2361
12 H -1.0278 -2.2627 1.1572
13 H -1.7688 -0.8843 2.0246
14 H -2.0249 -1.0675 0.2784

As for the structure (SMILES): CN1C=C1.C. Its orbital gap is 9.53 eV. As for the energy above the lowest of the compared OMol25 structures with the same formula, charge and spin: 359.85 kJ/mol.

Löwdin charges, unit e, in atom order:
1 C -0.054
2 C -0.056
3 C -0.041
4 N -0.161
5 C -0.136
6 H 0.017
7 H 0.015
8 H 0.015
9 H 0.100
10 H -0.014
11 H 0.098
12 H 0.072
13 H 0.072
14 H 0.073



[5]
Formula: C3H8O5P2
Source: the OMol25 dataset
Level of theory: ωB97M-V with the def2-TZVPD basis set

Positions of all 18 atoms, in Å:
1 C -0.6296 0.6652 1.6606
2 C -0.6629 1.4127 -0.5789
3 C -1.0402 0.4961 0.4712
4 O -3.7674 -0.0713 0.5983
5 O -2.0991 -2.1140 0.5213
6 O -2.4825 -0.6841 -1.5469
7 O 2.9299 -1.5202 -1.1030
8 O 0.4226 -1.0358 -0.4422
9 P 1.8575 -1.0516 -0.1216
10 P -2.4786 -0.5865 -0.0362
11 H 0.1942 1.3692 1.9632
12 H -1.0984 0.0642 2.4790
13 H 2.0984 0.3343 0.3493
14 H -1.6498 1.6132 -1.1077
15 H -0.3992 2.3970 -0.0810
16 H 0.1477 1.0903 -1.2022
17 H -1.6418 -2.5269 -0.1958
18 H 2.3376 -1.4536 1.1839

As for the net charge: -2. Its orbital gap is 8.08 eV. As for the energy above the lowest of the compared OMol25 structures with the same formula, charge and spin: 98.72 kJ/mol.

Löwdin charges, unit e, in atom order:
1 C -0.097
2 C -0.153
3 C -0.523
4 O -0.431
5 O -0.221
6 O -0.412
7 O -0.559
8 O -0.461
9 P 0.286
10 P 0.301
11 H 0.058
12 H 0.061
13 H -0.029
14 H 0.085
15 H 0.076
16 H 0.052
17 H 0.009
18 H -0.044



Question: Which of these has the highest energy above the lowest of the compared OMol25 structures with the same formula, charge and spin?
Answer: C64H144O4P4S



Question: Number 3 is which compound?
Answer: C64H144O4P4S



Question: Which formula does entry 5 have?
Answer: C3H8O5P2



Question: Which formula does entry 3 have?
Answer: C64H144O4P4S